# C3H10S

A cluster of 2 separate species, C3H10S in total (wB97M-V/def2-TZVPD, the Open Molecules 2025 dataset).

Structure (XYZ):
```
14
C3H10S wB97M-V/def2-TZVPD
C 2.336 1.540 -0.976
S 2.750 -0.182 -1.164
H 2.266 1.764 0.087
H 3.116 2.101 -1.479
H 1.366 1.706 -1.445
H 1.650 -0.708 -0.568
C -2.340 -1.027 0.968
C -1.013 -0.532 0.401
H -2.923 -0.191 1.350
H -2.176 -1.729 1.791
H -2.928 -1.580 0.241
H -0.619 0.211 1.098
H -0.265 -1.314 0.256
H -1.219 -0.060 -0.558
```

## Properties
Orbital gap (spin up / spin down)   10.89 / 5.69 eV
Energy relative to the best compared isomer or geometry (same formula, charge and spin)   65.8 kJ/mol
LUMO level (spin up / spin down)   -4.228 / -9.426 eV
Multiplicity   2
HOMO energy (spin up / spin down)   -15.116 / -15.116 eV
Net charge   +1
E   -518.12434 Ha